C2H2N2O2 | wB97M-V/def2-TZVPD

Computed properties:
frontier orbital gap	0.4043	Eh

The geometry in XYZ format:
```
8
C2H2N2O2 wB97M-V/def2-TZVPD
O 1.9217 0.5814 -0.1340
C 0.7284 0.0409 -0.0088
N -0.3567 0.7357 -0.1610
C -1.2961 -0.2200 0.0522
N -0.8480 -1.4141 0.3171
O 0.5583 -1.2324 0.2748
H 1.6409 1.4931 -0.3402
H -2.3483 0.0154 0.0000
```